94
Properties=species:S:1:pos:R:3:forces:R:3:lowdin_charge:R:1 method="wB97M-V/def2-TZVPD" de_lowest_ev=2.456 total_charge=+3
Ta -0.4036 -0.1670 1.3567 0.0 2.2 0.4 2.00
Cl -1.0563 -4.2771 -4.6150 0.1 -0.1 0.0 0.88
S -0.1810 0.2954 -2.0502 1.4 0.1 0.3 1.14
S 1.8172 2.4338 2.0395 0.0 -1.5 0.6 1.13
S 1.9544 -1.8568 3.1044 -1.2 -0.8 -1.2 0.76
S 2.5856 -1.4632 0.3950 2.1 0.9 1.3 0.74
F 2.2633 -1.6401 5.6144 -0.1 -0.1 0.4 0.21
F 1.9669 -3.8744 0.3114 0.4 0.8 -1.0 0.06
F 4.7093 -3.4471 0.2713 -0.4 -0.3 0.7 0.03
F 3.3561 -0.1558 4.5109 0.3 0.0 -0.1 0.20
F 3.9602 -2.2731 4.4049 0.7 0.2 0.7 0.20
F 2.6907 -2.4759 -2.8388 0.0 0.6 -0.3 0.06
O 0.4840 1.6581 1.7538 -1.0 -1.2 -0.1 -0.64
O -3.5242 -2.1959 -4.3607 0.2 -0.3 0.4 0.15
O 1.1721 -0.9158 0.3022 -0.4 -0.3 0.2 -0.48
O -1.5442 -1.5530 0.8639 0.9 -0.1 0.0 -0.21
O 3.5187 -0.5647 -0.2203 -0.6 -0.3 0.2 -0.21
O -3.4844 -1.2723 -0.1240 -1.6 0.3 -0.6 0.18
O -0.6280 0.7584 -0.5895 0.2 -0.6 -0.5 -0.64
O -4.6609 -2.5086 -2.4563 -0.2 -0.4 0.0 0.10
O 1.3410 -3.1124 3.4473 0.5 1.2 -0.6 -0.20
O 0.9552 -0.7065 2.9669 -0.2 -0.5 -0.9 -0.47
N 2.9691 -1.7798 1.8938 -0.9 0.1 -0.3 -0.24
N -3.3644 -0.1118 4.5176 0.7 0.6 -0.2 0.17
N -0.3188 -3.8466 -2.0824 2.2 -1.5 -1.6 -0.06
N -4.4291 1.2202 1.7891 0.2 -0.7 0.1 0.17
N -1.5196 -0.2951 3.3162 -0.6 0.7 0.2 -0.02
N -2.2920 1.0252 1.1848 -2.0 0.9 1.1 -0.01
N -0.6231 -3.2506 -0.9689 0.3 0.1 1.5 0.15
C -0.0769 5.7649 3.0130 1.4 -1.8 -0.2 -0.04
C -3.0470 1.6011 0.1383 -0.1 -1.4 1.6 -0.07
C 0.1172 4.5272 2.4171 1.4 0.7 1.3 -0.03
C 2.2996 4.4226 3.5926 0.9 0.2 1.5 -0.08
C -4.3584 1.5974 0.4727 0.6 0.7 0.1 -0.01
C -1.5117 1.8368 -5.5748 -0.8 0.2 1.2 -0.01
C -2.5890 0.7479 -3.1256 1.0 0.0 -0.7 -0.06
C -2.4607 -1.8319 -0.1661 2.5 -2.1 0.2 -0.39
C -3.1976 0.8590 2.1871 0.3 0.4 -1.2 -0.21
C 2.9792 -1.4146 4.5431 0.1 0.0 -0.4 -0.72
C 2.1091 5.6639 4.2084 -2.6 -0.7 -2.4 0.02
C 3.2109 -5.5030 -2.2000 -1.3 -1.1 -0.9 -0.02
C -2.4825 -0.8230 5.2777 1.0 -1.4 0.3 0.02
C 1.5462 2.6056 -2.0919 0.5 0.8 1.0 -0.17
C 1.4353 1.1176 -2.3005 0.1 -1.0 -0.3 -0.29
C 2.3721 2.6929 0.3889 0.1 -1.1 -0.3 -0.30
C 1.3192 3.1030 -0.6267 -0.1 1.7 -0.9 -0.19
C 1.1235 -4.0808 -2.1803 -0.6 0.5 0.0 -0.11
C 1.7833 -2.7564 -1.8389 0.5 -1.6 -0.9 -0.22
C -3.5413 -2.5905 -3.2349 -0.9 0.0 1.6 -0.48
C 4.0847 -4.7422 -1.5571 1.2 -1.1 -0.6 0.01
C 0.8946 6.3014 3.8236 1.3 1.0 2.0 -0.02
C 1.3172 3.8981 2.7882 -0.9 0.3 -1.6 -0.42
C -3.3406 1.0942 -4.2327 -1.6 -0.8 0.3 -0.07
C -1.3500 -0.9859 4.4805 -1.4 0.3 0.8 -0.04
C -1.2645 -3.7312 -3.0426 -1.3 0.3 0.3 -0.58
C 2.5808 -2.9725 -0.5863 -0.8 -0.7 2.0 -0.36
C -1.8243 -2.8392 -1.1362 -4.6 2.8 -0.2 -0.15
C -1.1738 1.0547 -3.2734 -2.8 -0.9 0.5 -0.37
C -0.6797 1.5171 -4.4915 0.5 -0.2 -0.2 -0.06
C 1.7523 -5.2426 -2.3778 -0.8 -0.2 -0.1 0.06
C -2.7322 0.2627 3.4041 -0.1 -0.8 -1.1 -0.23
C 3.9616 -3.4274 -0.8968 2.6 0.7 -0.2 -0.27
C -2.3739 -3.0920 -2.4509 2.6 -0.6 -0.5 -0.03
C -2.8756 1.6303 -5.4072 0.9 0.6 -1.1 -0.03
H 2.5495 2.9161 -2.4239 -0.1 -0.3 0.1 0.14
H 2.8077 1.7006 0.1757 -0.1 0.2 -0.1 0.08
H -4.6595 -3.0485 -1.6235 0.4 0.6 -1.2 0.14
H 0.3038 2.8022 -0.3315 0.5 0.2 0.2 0.09
H 1.0896 -1.9379 -1.7535 -0.3 0.0 -0.2 0.09
H -3.5792 1.8359 -6.2331 0.5 -0.1 0.6 0.14
H 2.1156 0.4311 -1.7834 0.0 0.7 0.6 0.06
H 1.7570 0.9023 -3.3143 -0.5 -0.2 -0.5 0.10
H -5.2059 1.8342 -0.1392 -0.2 0.2 0.1 0.15
H -4.3854 0.8360 -4.3335 -0.2 -0.1 0.8 0.13
H 0.8862 3.1687 -2.7659 -0.1 -0.3 0.3 0.12
H 3.5089 -6.4970 -2.6386 0.0 1.4 0.6 0.15
H 0.6606 7.2675 4.2967 0.2 -0.4 -0.3 0.13
H -4.3317 0.0488 4.7099 -0.4 0.3 0.4 0.18
H -2.7147 -1.2120 6.2978 0.2 0.4 -1.3 0.16
H 5.1356 -5.0981 -1.5754 -0.7 0.3 0.3 0.16
H -0.5151 -1.6147 4.5996 0.7 -0.4 0.6 0.09
H -1.1690 2.3399 -6.4592 0.5 -0.3 -0.3 0.12
H 0.3858 1.4779 -4.6573 0.1 0.5 0.0 0.11
H 1.3561 4.2222 -0.6700 -0.3 -0.9 0.0 0.14
H 3.2361 3.3144 0.5800 0.2 0.7 -0.6 0.12
H 4.5926 -2.7006 -1.4753 -1.3 -0.3 -0.1 0.19
H -2.6516 1.8086 -0.7937 0.8 0.4 -1.3 0.07
H 1.0886 -6.0812 -2.6971 0.8 0.5 0.4 0.15
H 3.1697 3.7909 3.8118 -0.2 0.4 0.0 0.12
H 2.7650 6.0936 4.9033 0.9 0.5 0.7 0.11
H -0.9683 6.2625 2.9201 -2.0 1.3 -0.5 0.10
H -0.5658 4.0773 1.7460 -0.6 -0.4 -0.4 0.10
H -3.0840 0.1292 -2.3179 1.0 1.1 -0.8 0.12
H -5.2993 1.0174 2.2645 0.1 0.2 0.1 0.19

84
Properties=species:S:1:pos:R:3:forces:R:3:lowdin_charge:R:1 method="wB97M-V/def2-TZVPD" de_lowest_ev=1.312 total_charge=+2
Co -2.8202 -0.0703 -0.6462 0.0 -0.1 -0.2 0.67
S -7.1571 -0.7845 0.2127 0.1 0.0 0.0 1.16
F -0.9095 0.8347 5.0638 0.0 0.0 0.0 0.15
F -2.7254 2.5378 3.9436 0.0 0.0 0.0 0.15
F 0.0147 -1.2697 3.6000 0.0 0.0 0.0 0.12
F -0.8090 -1.6767 1.1420 0.0 0.0 0.0 0.08
F 3.3061 -2.8109 -0.8191 0.0 0.0 0.0 0.08
F -3.5713 2.1687 1.4733 0.0 0.0 0.0 0.12
O -3.4687 -2.5054 1.2941 0.0 0.0 0.0 0.08
O -0.9828 -0.3412 -1.1296 -0.2 0.1 0.0 -0.06
O -1.9344 3.7048 -1.0624 -0.1 0.0 0.0 0.12
O -2.7490 1.6506 -1.2488 0.0 -0.3 0.3 -0.08
N -4.8207 0.1224 -0.3785 0.2 -0.1 0.1 0.01
N 1.9110 2.4961 -0.5999 0.0 0.1 0.0 0.03
N -2.7005 -4.3094 0.1678 0.0 0.1 0.0 -0.03
N -2.4135 -1.9784 -3.1355 -0.1 0.0 0.1 0.20
N 7.7476 -0.9946 1.1287 0.1 0.0 0.0 0.06
N 5.2948 -0.9699 -0.2987 0.1 0.0 0.0 -0.09
N -2.9176 -2.1925 -0.8978 0.1 0.5 0.5 0.13
C -0.1062 0.5667 -0.9649 -0.2 0.1 0.0 -0.24
C -5.5123 -0.9619 -0.1370 -0.1 0.1 0.0 -0.43
C -1.7840 2.5052 -1.0428 0.3 0.1 -0.1 -0.53
C 1.2829 0.1879 -0.8461 0.1 0.0 0.0 -0.04
C 1.6534 -1.1651 -0.8805 0.1 0.0 0.0 0.10
C 6.4168 -0.1986 -0.7721 0.0 0.0 0.0 -0.13
C 5.6811 -2.1600 0.4271 0.0 0.0 0.0 -0.12
C -6.9899 0.9268 0.0281 0.1 -0.1 -0.1 -0.45
C 2.9568 -1.5134 -0.7168 -0.1 0.0 0.0 -0.18
C -2.2601 -4.8479 -0.9845 0.0 0.0 -0.1 -0.02
C -1.3451 0.6412 3.8272 -0.1 0.0 -0.1 -0.13
C 3.9734 -0.5640 -0.4709 -0.1 0.0 -0.1 -0.13
C -2.2619 1.5031 3.2543 0.1 -0.1 0.0 -0.13
C 2.2754 1.1594 -0.6465 -0.1 -0.1 0.0 -0.10
C 6.5666 -1.7962 1.6128 -0.1 0.0 0.0 -0.07
C 2.9087 3.5298 -0.3877 0.0 0.0 0.0 -0.25
C -2.6911 1.2854 1.9521 -0.2 0.1 -0.2 -0.18
C -5.3776 2.5972 -0.5846 0.0 0.0 0.1 -0.01
C -0.4006 1.9416 -0.8593 -0.1 -0.1 0.0 -0.01
C -7.6848 3.1878 -0.1089 -0.1 -0.1 0.0 -0.06
C -8.0034 1.8731 0.1427 0.0 0.1 0.0 -0.08
C 3.6084 0.7701 -0.4485 0.0 0.0 0.0 0.07
C -2.8084 -5.0947 1.3971 0.0 0.0 0.1 0.02
C 7.3181 0.2371 0.3762 -0.1 0.0 0.0 -0.08
C -3.0481 -2.9562 0.2511 0.1 -0.2 -0.1 -0.50
C -2.4985 -2.7409 -2.0382 0.0 0.0 -0.1 -0.35
C 3.8946 3.8196 -1.4835 0.0 0.0 0.0 -0.09
C -1.3352 -0.6133 1.7867 0.1 0.0 -0.2 -0.21
C -6.3827 3.5347 -0.4776 0.1 0.0 0.0 -0.05
C 0.6186 2.8377 -0.6858 0.0 0.0 0.0 0.08
C -2.2510 0.2306 1.1691 -0.1 -0.3 0.0 0.01
C -0.8805 -0.4264 3.0782 0.0 0.1 0.0 -0.14
C 2.8055 4.8007 -1.1709 0.0 0.0 0.0 -0.07
C -5.6694 1.2550 -0.3088 -0.2 0.2 -0.2 -0.25
C -2.1496 -4.1157 -2.1168 0.0 0.0 0.0 0.01
H -2.6482 -1.0012 -3.1158 0.0 0.0 -0.1 0.11
H 7.0086 -0.8047 -1.4736 0.0 0.0 0.0 0.14
H -2.1374 -2.3774 -4.0146 0.0 0.0 0.0 0.13
H -1.8238 -4.5600 -3.0435 0.0 0.0 0.0 0.12
H 3.2398 3.5908 0.6419 0.0 0.0 0.0 0.16
H 8.3415 -0.7363 1.9186 0.0 0.0 0.0 0.19
H 6.0827 0.6760 -1.3257 0.0 0.0 0.0 0.14
H 6.0359 -1.1649 2.3245 0.0 0.0 0.0 0.15
H 6.7869 0.8643 1.0910 0.0 0.0 0.0 0.14
H 0.3803 3.8910 -0.6217 0.0 0.0 0.0 0.16
H -8.4451 3.9523 -0.0288 0.0 0.0 0.0 0.11
H 3.7918 3.2517 -2.3984 0.0 0.0 0.0 0.12
H 3.0573 5.7146 -0.6543 0.0 0.0 0.0 0.12
H 0.9007 -1.9219 -1.0501 0.0 0.0 0.0 0.14
H -4.3888 2.9054 -0.8650 0.0 0.0 0.0 0.09
H 6.2125 -2.8597 -0.2314 0.0 0.0 0.0 0.14
H -5.0816 -1.9401 -0.1471 0.0 0.0 0.0 0.06
H 6.9498 -2.6794 2.1209 0.0 0.0 0.0 0.14
H 4.8118 -2.6848 0.8109 0.0 0.0 0.0 0.14
H -2.7343 -6.1493 1.1467 0.0 0.0 0.0 0.10
H 4.3504 1.5277 -0.2463 0.0 0.0 0.0 0.11
H 4.9088 4.0626 -1.1985 0.0 0.0 0.0 0.11
H -2.0160 -4.8182 2.0907 0.0 0.0 0.0 0.11
H -6.1501 4.5697 -0.6881 0.0 0.0 0.0 0.12
H -3.7650 -4.8924 1.8696 0.0 0.0 0.0 0.10
H 8.3217 -1.5794 0.5143 0.0 0.0 0.0 0.19
H 2.0054 4.8926 -1.8917 0.0 0.0 0.0 0.12
H -2.0170 -5.9014 -0.9556 0.0 0.0 0.0 0.14
H 8.2142 0.7485 0.0295 0.0 0.0 0.0 0.14
H -9.0075 1.5758 0.4121 0.0 0.0 0.0 0.12

72
Properties=species:S:1:pos:R:3:forces:R:3:mulliken_spin:R:1 method="wB97M-V/def2-TZVPD" s2=8.76 multiplicity=6 total_charge=-1
Mn -0.5377 -1.1788 -0.7272 -0.3 0.0 0.0 4.72
S -4.0413 -0.0710 -2.2147 -0.1 -0.1 0.0 0.02
S -2.1514 -2.3998 -2.0710 0.0 -0.5 -0.3 0.02
O -4.6200 -2.5357 -1.4558 0.1 0.0 -0.1 0.00
O -0.8241 -1.0350 1.2109 0.1 0.1 0.2 0.09
O 1.3071 -1.2393 -1.3666 0.3 0.0 0.1 0.11
N -0.6109 1.0085 -0.9277 0.3 0.6 0.3 0.08
C 1.5214 0.9535 3.9507 0.0 0.0 0.0 0.00
C -0.5947 2.9227 0.4960 0.0 0.2 0.0 -0.02
C -0.3062 2.3599 4.5992 -0.1 0.0 0.0 0.00
C 1.0292 1.9968 4.7196 0.0 0.0 0.0 0.00
C 2.9873 0.5226 -0.0298 -0.1 -0.1 0.0 0.00
C 0.6875 0.2835 3.0642 0.0 0.0 0.0 0.00
C 0.8780 2.8190 -1.3711 0.0 0.2 0.0 -0.01
C 4.9450 1.9343 -1.3874 0.0 0.0 -0.1 0.00
C -2.6869 -0.8329 2.6277 0.1 0.0 0.1 -0.03
C 1.9637 -0.3495 -2.1728 -0.3 0.2 -0.3 -0.02
C 4.2846 -2.7907 -3.9104 0.0 0.0 0.1 0.00
C 3.9074 -2.6982 -5.2461 0.0 0.0 0.0 0.00
C -3.6898 -1.6656 -1.9059 -0.1 0.3 0.4 0.01
C 0.9460 0.7197 -2.7576 0.2 -0.3 0.2 0.09
C 3.8940 1.3013 0.6747 0.0 0.0 0.0 0.00
C 4.0366 1.1541 -2.0886 0.0 0.1 0.1 0.00
C -4.6779 -2.1902 2.3971 0.0 0.0 0.0 0.00
C -1.0851 1.6743 0.1441 -0.1 -0.2 -0.2 -0.07
C -0.6436 0.6476 2.9271 0.0 -0.1 0.0 -0.01
C -5.9541 -2.0883 -1.2474 0.0 0.1 0.0 0.00
C -4.7156 -2.3967 3.7701 0.0 0.0 0.0 0.00
C 2.2348 -1.0725 -4.6408 0.0 0.1 0.0 0.00
C -1.5307 -0.0979 1.9211 -0.2 0.1 -0.3 -0.02
C -2.1444 0.9825 0.9434 0.2 -0.3 0.2 0.17
C 0.3924 3.5111 -0.2763 -0.1 -0.2 0.0 0.01
C 3.6459 -2.0192 -2.9565 0.0 0.0 -0.1 0.00
C 3.0461 0.4447 -1.4141 -0.1 -0.1 -0.1 -0.01
C -3.6700 -1.4249 1.8368 0.0 0.0 -0.1 -0.02
C -3.7289 -1.8382 4.5658 0.0 0.0 0.1 0.00
C 2.8756 -1.8476 -5.6027 0.0 0.0 -0.1 0.00
C 0.3699 1.5618 -1.6614 -0.1 -0.2 -0.1 -0.09
C -1.1349 1.6893 3.7133 0.1 0.0 0.0 0.00
C -2.7215 -1.0654 4.0004 0.0 0.1 -0.1 0.00
C 4.8761 2.0095 -0.0025 0.0 0.0 0.1 0.00
C 2.6267 -1.1341 -3.3123 0.0 -0.1 0.1 0.00
H 4.4132 -3.2907 -5.9989 0.0 0.0 0.0 0.00
H -3.6264 -1.3068 0.7612 0.0 0.0 0.0 0.00
H 3.9184 -2.0992 -1.9116 0.0 0.0 0.0 0.00
H -6.3719 -1.6678 -2.1615 0.0 0.0 0.0 0.00
H 1.6689 3.2302 -1.9848 0.0 0.0 0.0 0.00
H -5.9924 -1.3209 -0.4726 0.0 0.0 0.0 0.00
H -0.7042 3.1664 5.2046 0.0 0.0 0.0 0.00
H -2.7373 1.7032 1.5070 0.0 0.1 0.0 0.00
H -2.1784 1.9743 3.6388 0.0 0.0 0.0 0.00
H 2.5583 0.6527 4.0475 0.0 0.0 0.0 0.00
H 5.0818 -3.4628 -3.6153 0.0 0.0 0.0 0.00
H -3.7329 -2.0106 5.6361 0.0 0.0 0.0 0.00
H 1.6745 2.5182 5.4164 0.0 0.0 0.0 0.00
H 5.5897 2.6139 0.5452 0.0 0.0 0.0 0.00
H 1.4518 1.3457 -3.4940 -0.1 0.1 0.0 0.00
H 4.0958 1.0965 -3.1697 0.0 0.0 0.0 0.00
H 2.5668 -1.7820 -6.6396 0.0 0.0 0.0 0.00
H -2.8005 0.4569 0.2506 -0.1 0.1 0.0 -0.05
H 0.1387 0.1564 -3.2325 0.0 0.0 -0.1 0.03
H -5.4290 -2.6415 1.7596 0.0 0.0 0.0 0.00
H 0.7851 4.4872 -0.0215 0.0 0.0 0.0 0.00
H 1.4189 -0.4256 -4.9395 0.1 0.0 0.0 0.00
H -6.5158 -2.9675 -0.9363 0.1 0.0 0.0 0.00
H 2.2085 -0.0329 0.4768 0.0 0.0 0.0 0.00
H 1.0448 -0.5446 2.4667 0.0 0.0 0.0 0.00
H -0.9891 3.4243 1.3692 0.0 0.0 0.0 0.00
H -5.4998 -2.9993 4.2127 0.0 0.0 0.0 0.00
H -1.9522 -0.6538 4.6385 0.0 0.0 0.0 0.00
H 3.8204 1.3679 1.7536 0.0 0.0 0.0 0.00
H 5.7090 2.4868 -1.9224 0.0 0.0 0.0 0.00

For the records above, the corresponding DFT total energy values read -5195.6952 -4415.6885 -3579.7586 Eh.